1.
Computed, not measured: a molecular structure, C39H93Br9N9O21P3 at a distorted geometry, with ωB97M-V with the def2-TZVPD basis set.

Each line ends with the Mulliken spin population.
Element x y z (Å)
C  -3.77081  -2.16976  -0.90101  0.0655
Br  -3.53941  -3.42819  0.57133  0.1717
Br  -5.41350  -0.97370  -0.57229  0.3194
Br  -4.05237  -3.12105  -2.69285  0.2442
H  -2.84300  -1.61582  -1.04387  0.1737
C  -2.41374  2.26523  -4.98198  -0.0051
Br  -2.09583  2.98387  -3.16270  0.0002
Br  -1.02154  2.84431  -6.24331  0.0000
Br  -4.12011  2.68934  -5.69421  0.0001
H  -2.26670  1.19681  -4.82397  0.0046
C  -0.45139  5.22519  4.32108  0.0000
Br  1.29219  5.81366  5.21603  0.0000
Br  -0.06830  4.04904  2.77563  0.0002
Br  -1.55838  6.82458  3.80781  0.0000
H  -1.00135  4.62469  5.04567  0.0000
O  -0.14300  -4.49398  3.85217  -0.0021
P  1.09136  -4.84603  3.13915  0.0068
N  1.06341  -6.42801  2.68729  -0.0003
C  0.11084  -6.87152  1.70706  -0.0050
C  1.30049  -7.32684  3.74912  0.0001
N  2.53125  -4.50808  3.99863  -0.0004
C  2.28090  -3.62460  5.14264  -0.0001
C  3.89307  -4.66426  3.52986  -0.0001
N  1.21977  -3.89017  1.79342  -0.0034
C  2.24693  -3.98942  0.71958  0.0002
C  0.15919  -2.92537  1.49646  -0.0448
H  0.46140  -7.11655  0.70448  0.0006
H  -0.61336  -6.12615  1.37834  0.0084
H  -0.33015  -7.85045  1.89498  -0.0001
H  1.12850  -8.35195  3.42099  -0.0001
H  0.64507  -7.21757  4.61317  0.0000
H  2.34152  -7.25289  4.06357  0.0000
H  1.26778  -3.77329  5.51624  0.0000
H  2.92093  -3.78288  6.01064  0.0000
H  2.28175  -2.59883  4.77401  0.0000
H  4.59763  -4.88554  4.33157  0.0000
H  3.95650  -5.49644  2.82875  0.0000
H  4.36073  -3.81912  3.02476  0.0000
H  2.16200  -5.01700  0.36607  -0.0003
H  2.09721  -3.21840  -0.03620  -0.0001
H  3.25834  -3.79466  1.07626  0.0003
H  0.00775  -2.81569  0.42262  0.0453
H  0.29270  -2.02872  2.10169  0.0021
H  -0.66521  -3.46398  1.96376  0.0050
O  -3.63371  4.38134  5.91239  0.0001
P  -4.75076  3.41545  5.55332  -0.0004
N  -6.14255  3.68825  6.50746  0.0001
C  -6.17500  3.03187  7.87435  0.0000
C  -6.99779  4.84049  6.55190  0.0000
N  -4.51933  1.72898  5.68771  0.0001
C  -3.46824  1.30363  6.50055  0.0001
C  -5.64141  0.84229  5.36437  -0.0023
N  -5.15034  3.51076  3.92280  0.0004
C  -4.10974  3.42009  2.88783  -0.0146
C  -6.53481  3.40354  3.49786  -0.0094
H  -5.12305  2.82494  8.07100  0.0000
H  -6.83492  2.17431  8.00549  0.0000
H  -6.55530  3.70153  8.64573  0.0000
H  -6.63661  5.56760  7.27919  0.0000
H  -8.00628  4.50394  6.79229  0.0000
H  -6.94098  5.29009  5.56058  0.0000
H  -3.74747  1.49646  7.53638  0.0000
H  -3.09701  0.27880  6.49813  0.0000
H  -2.64267  1.89938  6.11117  0.0000
H  -6.30557  0.98074  6.21750  0.0003
H  -6.31975  1.12125  4.55805  0.0012
H  -5.44492  -0.17394  5.02267  0.0002
H  -3.86808  4.40621  2.49127  -0.0009
H  -3.14211  3.08335  3.25987  0.0004
H  -4.37070  2.71531  2.09835  0.0128
H  -6.76080  2.47899  2.96661  0.0117
H  -6.83550  4.33819  3.02444  -0.0007
H  -7.17797  3.38940  4.37777  0.0013
O  6.42982  0.85097  0.80059  0.0000
P  4.99725  1.20912  0.82202  -0.0001
N  4.50924  2.30770  -0.44678  0.0000
C  5.42903  2.73379  -1.55525  0.0001
C  3.10914  2.80108  -0.60898  0.0001
N  4.52978  2.04075  2.25429  0.0001
C  3.11161  2.17396  2.72235  -0.0001
C  5.42392  3.02205  2.96014  0.0000
N  3.88423  -0.20729  0.71107  0.0000
C  3.94264  -0.97008  -0.56950  -0.0001
C  3.57640  -0.99814  1.85120  0.0011
H  6.46678  2.68713  -1.22508  0.0000
H  5.27431  3.75092  -1.91527  0.0000
H  5.08898  1.98475  -2.27037  -0.0001
H  3.09232  3.77759  -1.09297  0.0001
H  2.63890  2.95202  0.36272  0.0000
H  2.58388  2.09071  -1.24739  -0.0002
H  2.55924  3.08063  2.47550  -0.0002
H  2.47902  1.49344  2.15241  0.0002
H  3.12101  2.02538  3.80213  0.0000
H  5.27268  3.18757  4.02683  0.0000
H  6.45505  2.69124  2.83594  0.0000
H  5.40907  3.99139  2.46189  0.0000
H  2.89590  -1.16315  -0.80436  0.0002
H  4.31904  -0.36307  -1.39288  -0.0002
H  4.45145  -1.93110  -0.49428  0.0001
H  3.58445  -0.37587  2.74609  -0.0001
H  4.15938  -1.91600  1.92705  -0.0001
H  2.63916  -1.47299  1.56106  -0.0005
C  -2.18532  -1.94983  -5.33775  -0.0187
O  -3.28157  -1.13696  -5.84004  0.0036
C  -4.00004  -1.43164  -6.93274  -0.0043
O  -3.81354  -2.52323  -7.55129  -0.0013
O  -4.71476  -0.35797  -7.28485  -0.0023
C  -5.60582  -0.41166  -8.38202  0.0000
H  -1.58337  -2.28917  -6.18073  -0.0027
H  -2.57031  -2.84120  -4.84243  0.0243
H  -1.65937  -1.37645  -4.57440  0.0044
H  -5.09350  -0.97778  -9.15993  0.0001
H  -5.89029  0.58763  -8.71156  0.0000
H  -6.55889  -0.93047  -8.27913  0.0000
C  2.45367  2.50904  7.21562  0.0000
O  2.22891  1.64140  6.06468  0.0000
C  1.04076  1.05314  5.96830  0.0001
O  0.03864  1.32866  6.69268  0.0000
O  1.05454  0.11460  4.87567  0.0000
C  -0.17760  -0.39573  4.57120  -0.0007
H  3.01298  3.42363  7.01861  0.0000
H  2.81309  2.04829  8.13575  0.0000
H  1.54398  2.91099  7.66171  0.0000
H  -0.94712  -0.36363  5.34251  0.0001
H  -0.21991  -1.42067  4.20267  0.0000
H  -0.60797  0.01135  3.65623  -0.0004
C  0.92222  5.07551  -4.04871  0.0000
O  2.25134  5.08423  -4.50080  0.0000
C  2.90971  4.01577  -4.83922  0.0000
O  2.51284  2.83833  -4.73371  0.0000
O  4.04306  4.45095  -5.43856  0.0000
C  4.86840  3.53361  -6.08014  0.0000
H  0.93154  4.41484  -3.18180  0.0000
H  0.15810  4.79823  -4.77489  0.0001
H  0.72995  6.04212  -3.58309  0.0000
H  5.88198  3.92969  -6.14245  0.0000
H  4.58179  3.30261  -7.10610  0.0000
H  5.02512  2.58826  -5.56066  0.0000
C  1.37514  0.12105  -6.91329  -0.0001
O  1.51479  -0.10998  -8.30919  0.0000
C  1.03926  -1.27803  -8.68954  0.0003
O  0.39267  -2.09177  -7.93044  0.0006
O  1.60788  -1.58214  -9.87123  0.0000
C  1.23115  -2.83587  -10.50539  0.0000
H  2.07668  -0.61805  -6.52643  -0.0001
H  0.33639  0.02976  -6.59585  0.0003
H  1.83909  1.09617  -6.76499  0.0000
H  0.32190  -2.69461  -11.08970  0.0000
H  1.19896  -3.72986  -9.88263  0.0000
H  1.92841  -2.88083  -11.34200  0.0000
C  1.65010  -5.28883  -7.20237  0.0000
O  0.98516  -4.93064  -5.99256  -0.0003
C  1.25837  -3.80256  -5.25627  0.0006
O  2.19373  -3.11365  -5.31695  0.0000
O  0.21280  -3.72463  -4.41072  0.0001
C  0.20700  -3.15978  -3.10360  0.0122
H  1.49041  -4.40183  -7.81541  0.0000
H  0.96190  -6.04779  -7.57449  0.0000
H  2.64493  -5.70075  -7.37185  0.0000
H  0.83127  -3.79593  -2.47614  0.0008
H  -0.75056  -3.41862  -2.65173  0.0090
H  0.36506  -2.08352  -3.17277  -0.0119
C  0.98432  0.25094  -3.12317  -0.0008
O  0.48737  1.03313  -2.10886  -0.0029
C  -0.32680  0.51875  -1.18949  0.0187
O  -0.64919  -0.62799  -1.11034  -0.0346
O  -0.76761  1.56425  -0.47165  0.0009
C  -1.62998  1.41548  0.53939  0.0152
H  1.68426  -0.51622  -2.79204  0.0006
H  1.64379  0.91336  -3.68388  -0.0006
H  0.15565  -0.07091  -3.75389  0.0030
H  -2.66038  1.54552  0.20853  0.0004
H  -1.51540  2.13630  1.34896  0.0020
H  -1.51365  0.45615  1.04364  -0.0028

The calculation puts the HOMO energy (spin up / spin down) at -1.42 / -5.66 eV. Its multiplicity is 2. Its orbital gap (spin up / spin down) is 0.0844 / 0.2403 Eh. The charge is -1. Its energy is -27804.7248 hartree.


2.
Computed, not measured: 8 unconnected molecules or ions with the total composition C39H99N5O9S3 at a distorted geometry, with ωB97M-V with the def2-TZVPD basis set.

Each line ends with the Löwdin charge.
Element x y z (Å)
C  0.30199  0.41175  -5.71192  -0.0732
C  1.02350  0.26063  -4.37267  -0.2717
N  2.34895  -0.30274  -4.42750  -0.1910
C  2.43475  -1.64671  -4.96555  -0.2498
C  1.49847  -2.65369  -4.30456  -0.0696
C  3.36441  0.60660  -4.93237  -0.2625
C  4.74462  0.21242  -4.42360  -0.0812
H  0.73780  1.06214  -6.47621  0.0709
H  -0.70059  0.82777  -5.55918  0.0652
H  0.10903  -0.52387  -6.24544  0.0693
H  1.09983  1.24279  -3.89921  0.0879
H  0.32568  -0.26221  -3.71484  0.0803
H  2.25769  -1.63341  -6.05443  0.1155
H  3.42723  -2.09717  -4.90060  0.0934
H  0.43728  -2.40362  -4.33180  0.0716
H  1.57812  -3.63158  -4.78233  0.0747
H  1.76451  -2.80706  -3.25596  0.0524
H  3.16094  1.61990  -4.56861  0.1135
H  3.32400  0.77960  -6.02111  0.1146
H  5.46549  0.96746  -4.74948  0.0731
H  5.04732  -0.76885  -4.77069  0.0614
H  4.66787  0.36067  -3.34584  0.0716
C  -3.26822  -1.62047  1.51466  -0.0728
C  -3.53553  -3.11340  1.36673  -0.2575
N  -4.69423  -3.46625  0.56775  -0.1897
C  -4.54667  -3.04689  -0.83163  -0.2413
C  -5.47127  -3.86856  -1.74416  -0.0875
C  -5.96296  -3.09391  1.13312  -0.2648
C  -6.16195  -3.74223  2.53046  -0.0883
H  -2.39177  -1.54660  2.16634  0.0667
H  -4.04604  -1.12180  2.09823  0.0765
H  -3.10474  -1.14499  0.55006  0.0525
H  -2.65771  -3.64731  0.98638  0.1162
H  -3.56784  -3.57292  2.36162  0.1039
H  -4.88679  -2.00871  -0.97110  0.0918
H  -3.52295  -3.09494  -1.19741  0.1181
H  -6.50523  -3.88365  -1.40192  0.0535
H  -5.51161  -3.40035  -2.72993  0.0698
H  -5.17473  -4.91699  -1.77973  0.0726
H  -6.84707  -3.50213  0.64217  0.0983
H  -6.12938  -2.00536  1.11330  0.1137
H  -5.66367  -3.19777  3.33612  0.0609
H  -5.85479  -4.78477  2.52195  0.0779
H  -7.21719  -3.69614  2.80999  0.0659
C  -4.62875  6.53655  4.35216  -0.0950
C  -4.63936  5.03059  4.16910  -0.2606
N  -3.78827  4.54972  3.07783  -0.1933
C  -4.05789  3.16530  2.72329  -0.2744
C  -5.49322  2.89664  2.33080  -0.0914
C  -2.37606  4.83367  3.29915  -0.2394
C  -1.66957  5.22754  1.98493  -0.0763
H  -3.66871  6.86958  4.75435  0.0584
H  -5.37790  6.86991  5.07525  0.0711
H  -4.87146  7.12158  3.46417  0.0776
H  -4.46003  4.52025  5.12541  0.1228
H  -5.66351  4.80751  3.85829  0.0963
H  -3.44576  2.87548  1.86378  0.0898
H  -3.72149  2.50701  3.54028  0.1178
H  -6.12373  2.78363  3.22027  0.0673
H  -5.90626  3.78840  1.85523  0.0827
H  -5.61528  1.96491  1.78377  0.0657
H  -1.96049  3.86773  3.63347  0.1025
H  -2.14532  5.59413  4.03736  0.1019
H  -2.21760  6.04831  1.51576  0.0741
H  -1.41999  4.41736  1.30694  0.0412
H  -0.74234  5.75860  2.23817  0.0666
C  -4.39584  1.05850  -1.39445  -0.0839
C  -3.43483  1.51558  -2.46829  -0.2429
N  -2.38224  2.37328  -1.88726  -0.1768
C  -2.94926  3.62121  -1.35719  -0.2505
C  -3.62807  4.58014  -2.33565  -0.0677
C  -1.34010  2.57090  -2.90120  -0.2595
C  -0.15727  3.39089  -2.41873  -0.0779
H  -5.11385  1.82731  -1.09065  0.0709
H  -3.86107  0.68619  -0.51893  0.0546
H  -5.10979  0.27560  -1.67168  0.0657
H  -2.94198  0.68711  -2.97674  0.1142
H  -3.98751  2.11088  -3.20678  0.1025
H  -2.04872  4.12219  -0.97914  0.0856
H  -3.45327  3.45429  -0.40492  0.0960
H  -4.42117  4.13720  -2.94016  0.0631
H  -2.89645  5.01127  -3.02019  0.0685
H  -4.09805  5.40528  -1.79806  0.0748
H  -0.99849  1.55449  -3.10992  0.0810
H  -1.74406  2.93136  -3.85651  0.1202
H  -0.37823  4.46510  -2.41453  0.0701
H  0.17988  3.17361  -1.40576  0.0698
H  0.64982  3.34091  -3.15272  0.0658
C  7.83895  -4.46683  -0.55571  -0.0916
C  7.04345  -4.63619  -1.85778  -0.2645
N  5.60666  -4.71234  -1.62070  -0.1824
C  4.92384  -5.03339  -2.86332  -0.2684
C  3.44799  -5.36778  -2.60415  -0.0780
C  5.02796  -3.58405  -0.88990  -0.2394
C  4.97540  -2.31508  -1.73516  -0.0705
H  7.57606  -5.26163  0.14570  0.0774
H  7.64772  -3.53498  -0.02565  0.0570
H  8.90574  -4.55105  -0.76512  0.0693
H  7.35709  -3.84788  -2.56034  0.1111
H  7.36405  -5.56077  -2.34003  0.1103
H  5.01001  -4.22672  -3.60855  0.0998
H  5.37077  -5.91138  -3.33201  0.1129
H  2.86355  -5.54380  -3.51040  0.0666
H  3.47130  -6.32625  -2.08302  0.0784
H  2.88606  -4.61060  -2.06248  0.0478
H  5.59817  -3.42887  0.02373  0.0823
H  4.02303  -3.81008  -0.53228  0.1036
H  4.44896  -2.50917  -2.66836  0.0506
H  5.95555  -1.85363  -1.85136  0.0806
H  4.34653  -1.56213  -1.24996  0.0494
O  0.88068  -2.74063  -0.45528  -0.2974
S  0.39208  -1.39526  -0.68988  0.6108
O  -0.64463  -1.21937  -1.68935  -0.2915
O  -0.01971  -0.70780  0.73020  -0.2566
C  -0.60412  0.60373  0.62315  -0.2685
C  -0.92562  1.10851  2.00574  -0.0507
C  1.80257  -0.37286  -1.10710  -0.1059
H  -1.50458  0.66772  0.00932  0.0932
H  0.05494  1.35528  0.17755  0.1003
H  -0.16628  0.75451  2.70558  0.0632
H  -1.89410  0.77333  2.38239  0.0666
H  -0.99412  2.19746  2.00205  0.0607
H  1.37416  0.59715  -1.36284  0.0590
H  2.35315  -0.79865  -1.94183  0.0436
H  2.44444  -0.19799  -0.24430  0.0554
O  1.18147  -3.07109  5.66119  -0.2749
S  1.16759  -2.41351  4.37454  0.6118
O  0.58326  -1.11853  4.22658  -0.2826
O  2.71092  -2.31101  3.87739  -0.2541
C  3.00637  -1.54787  2.71141  -0.2633
C  4.45329  -1.87147  2.32987  -0.0515
C  0.54641  -3.52404  3.09556  -0.0877
H  2.92485  -0.47448  2.88639  0.0992
H  2.34577  -1.77072  1.86970  0.0926
H  4.73087  -1.35485  1.40968  0.0724
H  4.73517  -2.91783  2.40610  0.0809
H  5.12257  -1.36761  3.03858  0.0791
H  1.01984  -4.49551  3.17710  0.0801
H  0.61953  -3.02328  2.13729  0.0329
H  -0.50266  -3.59579  3.39379  0.0688
O  3.13208  1.95844  1.09748  -0.2867
S  2.82713  2.81780  2.22035  0.6014
O  1.64551  3.63920  2.18255  -0.2880
O  2.76999  1.91078  3.55041  -0.2664
C  1.88861  2.38337  4.59538  -0.2668
C  2.18092  1.64549  5.87872  -0.0506
C  4.26510  3.84024  2.59058  -0.1049
H  0.84956  2.25660  4.29054  0.1074
H  1.97771  3.46293  4.73896  0.1145
H  1.79991  0.62428  5.83918  0.0660
H  1.64650  2.12026  6.70202  0.0858
H  3.24730  1.62995  6.09922  0.0845
H  5.10766  3.20110  2.84598  0.0726
H  4.00131  4.56223  3.35712  0.0690
H  4.58468  4.36204  1.68828  0.0723

The calculation puts the HOMO energy at -8.07 eV. Its orbital gap is 0.3023 Eh. The charge is 0. Its structure (SMILES) is CCOS(C)(=O)=O.CCOS(C)(=O)=O.CCOS(C)(=O)=O.CCN(CC)CC.CCN(CC)CC.CCN(CC)CC.CCN(CC)CC.CCN(CC)CC. The energy above the lowest of the compared OMol25 structures with the same formula, charge and spin comes out at 0.0 kJ/mol. Its energy is -3690.7110 hartree.


3.
Computed, not measured: a single C3Cl2F4 molecule at a distorted geometry, with ωB97M-V with the def2-TZVPD basis set.

Each line ends with the Löwdin charge.
Element x y z (Å)
C  -0.09201  -0.58740  -0.14101  -0.5713
C  -1.25964  0.06034  -0.11479  -0.3944
C  1.27332  0.20338  0.03528  -0.9568
F  -2.37523  -0.69159  -0.05783  0.0929
F  -1.43442  1.32107  0.13698  0.1835
F  1.03087  1.51162  -0.38698  0.0254
F  1.41334  0.32133  1.35608  0.0604
Cl  -0.11694  -2.24704  -0.49940  0.7464
Cl  2.60341  -0.55338  -0.69121  0.8138

The calculation puts the HOMO energy at -10.03 eV. Its orbital gap is 0.3908 Eh. The charge is 0. Its structure (SMILES) is FC(F)=C(Cl)C(F)(F)Cl. The energy above the lowest of the compared OMol25 structures with the same formula, charge and spin comes out at 0.0 kJ/mol. Its energy is -1434.1235 hartree.


4.
Computed, not measured: a gas-phase ion, C3Cl2NO2 (charge -1) at a distorted geometry, with ωB97M-V with the def2-TZVPD basis set.

Each line ends with the Löwdin charge.
Element x y z (Å)
C  1.86217  -0.83089  0.21530  -0.4406
C  -1.40669  0.30505  0.02866  -0.7564
C  1.02711  -0.04325  -0.49633  -0.6992
N  2.73759  -1.52062  0.51457  0.0949
O  -0.47871  -0.43738  -0.26337  -0.0213
O  -1.60311  1.39025  0.42870  0.0239
Cl  -3.42498  -0.43175  -0.26003  0.1187
Cl  1.28662  1.56859  -0.16750  0.6801

The calculation puts the HOMO energy at -4.05 eV. Its orbital gap is 0.2736 Eh. The charge is -1. The energy above the lowest of the compared OMol25 structures with the same formula, charge and spin comes out at 181.9 kJ/mol. Its energy is -1239.9242 hartree.